[1]
C5H9NO in the gas phase at a distorted geometry, computed with ωB97M-V with the def2-TZVPD basis set.

```
16
Properties=species:S:1:pos:R:3
C 0.42748 -1.87569 1.70905
C 0.25919 -1.40908 0.31293
N -0.77006 -0.72000 0.02763
C -0.71834 0.01747 -1.20483
C -0.70257 1.49369 -0.78717
C 0.63688 2.05323 -0.34297
O 1.69456 1.47441 -0.35061
H -0.39844 -1.45422 2.28799
H 0.43839 -2.96418 1.78154
H 1.37500 -1.47323 2.08442
H 1.05303 -1.57578 -0.42577
H -1.60811 -0.25605 -1.77727
H 0.17710 -0.20605 -1.81001
H -1.38219 1.62892 0.06696
H -1.06615 2.15545 -1.58076
H 0.58424 3.11110 0.00886
```

Results
2S+1: 1
HOMO-LUMO gap: 10.7 eV
Electronic energy: -325.8767 Ha
Total charge: 0
LUMO: 1.08 eV
SMILES: C/C=N/CCC=O

These are the Löwdin partial charges, in e, on atoms 1 to 4: C -0.08; C -0.23; N 0.01; C -0.25

[2]
A 6-piece molecular cluster, C36H69BrF3NO12P2S overall at a distorted geometry, computed with ωB97M-V with the def2-TZVPD basis set.

```
125
Properties=species:S:1:pos:R:3
C 4.72581 2.43871 -0.93678
C 3.59418 1.78950 -1.72565
C 3.86679 1.78667 -3.22135
C 2.92208 0.91722 -4.06344
C 1.44906 1.33453 -3.98583
C 0.41308 0.21973 -4.16325
C -0.22936 -0.37776 -2.87087
P 1.15054 -1.14258 -1.88454
C 0.47340 -1.59854 -0.22530
C 1.40708 -2.77480 -2.68369
C -0.91098 0.78413 -2.18418
O -0.40939 1.68190 -1.54442
N -2.27556 0.67436 -2.43350
C -2.63093 -0.72381 -2.40490
Br -4.43687 -0.81216 -3.31104
C -2.87070 -1.31385 -1.00039
C -2.74538 -0.35110 0.15047
O -3.85967 0.54588 0.13861
C -3.82029 1.43084 1.22873
C -3.05997 2.71886 0.94306
F -3.19725 3.12729 -0.35290
F -1.72297 2.62957 1.22796
F -3.57571 3.71533 1.74217
C -1.45248 -1.33165 -3.19463
P -1.77275 -1.67633 -4.98278
S -0.43064 -2.85396 -5.80044
H 4.87037 3.47732 -1.21393
H 4.49085 2.39888 0.12357
H 5.64820 1.88498 -1.08947
H 2.68485 2.35843 -1.53386
H 3.40886 0.79010 -1.34816
H 4.86819 1.38642 -3.37145
H 3.81225 2.80546 -3.60004
H 3.26904 1.02530 -5.08955
H 3.07495 -0.12509 -3.79584
H 1.28277 2.02072 -4.81351
H 1.28599 1.91001 -3.08230
H -0.40978 0.65729 -4.71831
H 0.84334 -0.59742 -4.73329
H 1.27683 -1.43372 0.48361
H 0.21418 -2.65303 -0.17766
H -0.36021 -0.98878 0.08512
H 2.47671 -2.92072 -2.76740
H 0.98830 -2.77477 -3.68845
H 0.96424 -3.60073 -2.13607
H -2.86734 1.30883 -1.91318
H -2.16098 -2.12378 -0.84504
H -3.85064 -1.76801 -0.94533
H -2.77127 -0.93000 1.07391
H -1.82446 0.22476 0.15219
H -3.34702 0.97221 2.09494
H -4.84307 1.70159 1.46377
H -1.27917 -2.35202 -2.85809
H -1.85702 -0.45871 -5.66737
H -3.02806 -2.26858 -5.05586
O -1.84754 0.32971 3.52107
C -1.97910 0.55588 4.69451
O -1.43508 -0.29684 5.57107
C -1.35751 -0.03490 6.97672
C -2.61626 -0.44779 7.70845
C -2.78368 1.73368 5.19124
H -1.09739 1.00922 7.15748
H -0.51681 -0.63318 7.32279
H -3.48218 0.12633 7.37770
H -2.49515 -0.29907 8.78098
H -2.82922 -1.50008 7.52312
H -3.83236 1.44208 5.24006
H -2.67870 2.54388 4.47325
H -2.47364 2.10729 6.16355
O -3.12733 4.50793 -7.85199
C -3.17536 4.63810 -6.66250
O -2.71720 3.64114 -5.88318
C -2.58268 3.76035 -4.46354
C -3.87188 3.42746 -3.74446
C -3.79519 5.85763 -6.01808
H -2.19720 4.74383 -4.19221
H -1.81338 3.03720 -4.19504
H -4.67165 4.12520 -3.99525
H -3.72185 3.45571 -2.66639
H -4.20565 2.42949 -4.02925
H -4.86986 5.70004 -5.93962
H -3.61421 6.70969 -6.66750
H -3.39780 6.09529 -5.03449
O 4.29584 -1.14747 9.10307
C 4.04925 -0.74206 8.00345
O 2.75309 -0.57334 7.65980
C 2.34969 0.05240 6.44202
C 2.29564 -0.92830 5.28901
C 5.12475 -0.48607 6.97723
H 2.97762 0.91638 6.22068
H 1.35154 0.43621 6.64155
H 3.28050 -1.33885 5.06656
H 1.91340 -0.44058 4.39170
H 1.63964 -1.76279 5.53673
H 5.35367 -1.41992 6.46278
H 6.01768 -0.15597 7.50055
H 4.86893 0.27475 6.24311
O 6.94606 -3.20180 5.61020
C 8.01309 -3.21203 6.15575
O 8.29093 -2.23408 7.03672
C 9.45100 -2.24131 7.87223
C 10.65665 -1.64670 7.17517
C 9.06660 -4.24437 5.83013
H 9.64527 -3.24548 8.25055
H 9.17679 -1.63017 8.72990
H 10.94754 -2.23252 6.30311
H 11.50562 -1.60363 7.85744
H 10.43228 -0.63683 6.83292
H 9.62943 -3.90344 4.96239
H 8.56165 -5.17204 5.57560
H 9.75687 -4.45096 6.64411
O -4.70797 -3.41112 -5.85322
C -5.61697 -2.82889 -6.37780
O -6.66047 -2.45324 -5.61921
C -7.70826 -1.60745 -6.10060
C -8.79210 -2.39296 -6.80811
C -5.64021 -2.56940 -7.86504
H -7.30198 -0.80937 -6.72311
H -8.11330 -1.13506 -5.20748
H -8.41202 -2.88818 -7.70156
H -9.60725 -1.73226 -7.10329
H -9.18856 -3.16386 -6.14797
H -6.05098 -3.44660 -8.36294
H -4.61552 -2.42881 -8.19909
H -6.21164 -1.69203 -8.15760
```

Results
2S+1: 1
HOMO-LUMO gap: 8.5 eV
Electronic energy: -6325.2956 Ha
Total charge: 0
LUMO: 0.44 eV
SMILES: CCCCCC[C@@]1(P(C)C)C(=O)N[C@](Br)(CCOCC(F)(F)F)[C@H]1[PH2]=S.CCOC(C)=O.CCOC(C)=O.CCOC(C)=O.CCOC(C)=O.CCOC(C)=O

These are the Löwdin partial charges, in e, on atoms 1 to 4: C -0.12; C -0.29; C -0.22; C -0.22

For the records above, the corresponding HOMO level values read -9.588; -8.076 eV.